Arrangement i

This record from OMol25 describes C5H5F2N in the gas phase. The level of theory is ωB97M-V/def2-TZVPD.

Computed properties:
Orbital gap ... 0.3224 hartree
SMILES ... F/C=C/C=C\N=C\F
HOMO ... -8.48 eV

ORCA input file:
```
! wB97M-V def2-TZVPD RIJCOSX def2/J DEFGRID3
* xyz 0 1
H -2.8078 -0.5005 -0.0891
F -2.6139 2.0096 0.0573
H 1.2347 -1.8406 -0.1752
F 2.9028 1.6228 0.0217
C -0.7596 -1.1611 -0.1045
N 1.1575 0.2616 -0.2061
H -1.1063 -2.1847 -0.0865
C 2.3534 0.4211 0.1285
H 3.0530 -0.3170 0.5410
H -0.6233 1.6595 0.0871
C -1.5770 1.1595 0.0378
C -1.7842 -0.1523 -0.0539
C 0.5707 -0.9777 -0.1582
*
```



Arrangement ii

This record from OMol25 describes C5H5F2N in the gas phase. The level of theory is ωB97M-V/def2-TZVPD.

Computed properties:
Orbital gap ... 0.3000 hartree
SMILES ... Cn1ccc(F)c1F
HOMO ... -7.30 eV

ORCA input file:
```
! wB97M-V def2-TZVPD RIJCOSX def2/J DEFGRID3
* xyz 0 1
C 2.8756 0.3764 -0.0672
N 0.6826 -0.5056 -0.3013
C 1.7243 -0.8174 0.4274
F 1.7435 -1.9301 1.1415
C -0.5652 -1.2052 -0.1117
C 0.8293 0.6248 -1.0400
H -1.3388 -0.5031 -0.1709
H 2.4846 2.1410 -1.2380
H -0.5618 -1.6333 0.8901
F 4.1032 0.3296 0.3594
H -0.0024 1.1742 -1.6268
C 2.0983 1.1447 -0.9507
H -0.8415 -1.9559 -0.8482
*
```



Arrangement iii

This record from OMol25 describes a molecular structure, C5H5F2N. The level of theory is ωB97M-V/def2-TZVPD.

Computed properties:
Orbital gap ... 0.3720 hartree
HOMO ... -10.22 eV

ORCA input file:
```
! wB97M-V def2-TZVPD RIJCOSX def2/J DEFGRID3
* xyz 0 1
H -3.4780 1.0563 0.9191
H 1.9262 -0.3789 0.0114
H 1.1163 1.1781 0.2718
C -0.0551 -0.1155 -1.0640
F -0.7346 0.9025 -1.5686
N -2.9912 -2.1824 -0.9057
F -3.1076 1.8652 1.1853
C -2.0682 -1.6678 -0.4599
H 0.4136 -0.8042 -1.8396
C 0.9392 0.1110 0.0276
C 0.0156 -0.7093 0.8870
C -0.9000 -1.0155 -0.1033
H -0.1470 -0.8517 1.9139
*
```



Which structure is most stable? arrangement i, by 0.0328 hartree over the runner-up.



Arrangement i

This record from OMol25 describes a molecular structure, C3H4FO3P. The level of theory is ωB97M-V/def2-TZVPD.

Computed properties:
Orbital gap ... 0.2305 hartree
HOMO ... 0.52 eV

ORCA input file:
```
! wB97M-V def2-TZVPD RIJCOSX def2/J DEFGRID3
* xyz -2 1
H 2.6864 0.4654 1.3377
C 1.9731 -0.0783 0.6981
F -0.0253 -2.0316 -0.5710
C 0.9509 0.4514 0.1668
H 0.6442 1.5020 0.1963
O -1.6159 0.5182 1.4805
H 1.9245 -1.3033 0.6715
H -0.0629 -0.4129 -1.7792
O -1.4273 1.6236 -0.8660
O -2.9232 -0.4707 -0.5566
P -1.7839 0.4019 -0.0322
C -0.3405 -0.6658 -0.7459
*
```



Arrangement ii

This record from OMol25 describes 2 unconnected molecules or ions with the total composition C3H4FO3P. The level of theory is ωB97M-V/def2-TZVPD.

Computed properties:
Orbital gap (alpha / beta) ... 0.2374 / 0.2375 hartree
HOMO (alpha / beta) ... 0.22 / 0.22 eV

ORCA input file:
```
! wB97M-V def2-TZVPD RIJCOSX def2/J DEFGRID3
* xyz -2 1
O -0.8698 2.1766 -1.5775
O -2.1831 2.1628 0.5957
C 1.7004 -1.5462 0.8553
H 1.1182 -1.7837 -1.2014
F 0.6111 1.5667 0.8521
C -0.4661 0.7165 0.6282
C 1.7851 -1.9817 -0.3966
P -1.7329 1.4210 -0.6167
O -2.6143 0.3602 -1.0851
H 0.8777 -0.6874 0.9077
H -0.8439 0.2761 1.6521
H 2.6174 -2.6809 -0.6137
*
```



Which structure is most stable? arrangement i, by 0.0794 hartree over the runner-up.



Arrangement i

This record from OMol25 describes 2 unconnected molecules or ions with the total composition C4H6ClNO2. The level of theory is ωB97M-V/def2-TZVPD.

Computed properties:
Orbital gap ... 0.3737 hartree
SMILES ... C/N=C/CCl.O=C=O
HOMO ... -9.51 eV

ORCA input file:
```
! wB97M-V def2-TZVPD RIJCOSX def2/J DEFGRID3
* xyz 0 1
H -2.5760 -1.2857 -1.2371
H -1.7938 -1.7984 0.3805
H 0.5926 1.9757 1.2376
H -1.1082 1.3433 0.5009
Cl 2.4028 1.6134 -0.3949
N -0.7203 -0.2808 -0.8741
C 0.7564 2.0653 0.0999
C -1.9306 -0.9883 -0.3837
C 2.4271 -1.9397 0.2833
H -2.5405 -0.3173 0.1965
C -0.4208 0.7569 -0.2032
O 2.2918 -1.3416 1.2475
O 2.4047 -2.6785 -0.5804
H 0.2148 2.8756 -0.2729
*
```



Arrangement ii

This record from OMol25 describes C4H6ClNO2 in the gas phase. The level of theory is ωB97M-V/def2-TZVPD.

Computed properties:
Orbital gap ... 0.4145 hartree
SMILES ... C/C(CCl)=N/OC=O
HOMO ... -10.68 eV

ORCA input file:
```
! wB97M-V def2-TZVPD RIJCOSX def2/J DEFGRID3
* xyz 0 1
H 1.4934 0.5807 -0.6249
N -0.4749 -0.3239 0.9096
H -1.4929 -1.7072 -1.6494
H -0.3191 -2.8194 -0.8975
C 1.0178 -0.3214 -1.0001
H -1.6569 -2.2170 0.0794
C -0.0453 1.2987 2.5326
H 0.6870 2.0781 2.6904
O 0.3459 0.7601 1.3421
Cl 0.4669 0.2716 -2.6471
O -0.8962 0.8732 3.2421
H 1.8368 -1.0400 -1.1250
C -0.9654 -1.9288 -0.7259
C -0.1336 -0.7640 -0.2255
*
```



Which structure is most stable? arrangement ii, by 0.0145 hartree over the runner-up.



Arrangement i

This record from OMol25 describes 2 unconnected molecules or ions with the total composition C6H10N2O3. The level of theory is ωB97M-V/def2-TZVPD.

Computed properties:
Orbital gap ... 0.3332 hartree
SMILES ... CN/C=C\N(C)C=O.O=C=O
HOMO ... -8.38 eV

ORCA input file:
```
! wB97M-V def2-TZVPD RIJCOSX def2/J DEFGRID3
* xyz 0 1
H 1.0247 -2.1517 -3.1967
H 1.6078 1.1040 0.9860
O -2.5737 3.8277 2.1607
C -0.6390 -0.7233 1.6431
H 2.4525 -1.9405 -2.2481
N -0.3673 0.3225 0.5632
C -1.7099 3.1486 1.8244
C 1.5820 -0.1387 -0.7227
H -0.2364 -0.9374 -1.6486
H -1.7158 -0.8118 1.6079
O -0.7560 2.5835 1.6595
C -1.3792 1.0789 0.1317
C 0.9941 0.5201 0.2857
N 0.8009 -0.8624 -1.6807
H -1.2461 1.8153 -0.6907
H 1.1803 -3.0557 -1.7147
O -2.5521 0.7781 0.3617
H 2.5807 -0.2696 -0.9159
C 1.3952 -2.0737 -2.2114
H -0.1662 -1.6537 1.2115
H -0.2766 -0.5601 2.5941
*
```



Arrangement ii

This record from OMol25 describes C6H10N2O3 in the gas phase. The level of theory is ωB97M-V/def2-TZVPD.

Computed properties:
Orbital gap ... 0.3466 hartree
SMILES ... CN1C=CCNC(O)(O)C1=O
HOMO ... -8.70 eV

ORCA input file:
```
! wB97M-V def2-TZVPD RIJCOSX def2/J DEFGRID3
* xyz 0 1
N -0.9167 -0.7008 -1.0914
H -0.2071 1.3915 -1.3874
N 0.0300 0.7603 0.6994
O -2.7937 0.4654 -0.9635
C 1.2158 -0.0996 0.8048
H -3.7491 0.2231 -0.9813
H 1.2569 1.9492 -0.7413
O -2.8153 -1.4707 0.1828
H 0.2840 -2.2376 -1.6216
C -1.1657 0.2158 1.0273
H 2.1804 -1.9195 0.0621
H -1.2282 -0.2578 -1.9869
C 1.2790 -1.1997 0.1325
O -1.4123 -0.1560 2.1625
H -0.4228 -2.2550 0.2088
H 1.9473 0.4775 1.3338
C -1.9815 -0.4406 -0.3134
H -2.9540 -1.1805 1.1374
C 0.1914 1.7361 -0.4159
C 0.0356 -1.6760 -0.7170
H -0.3755 2.5902 -0.0750
*
```



Which structure is most stable? arrangement i, by 0.0736 hartree over the runner-up.